{
  "formula": "C65H79F3N14O9",
  "method": "ωB97M-V/def2-TZVPD",
  "symbols": ["C", "C", "O", "C", "O", "O", "F", "H", "H", "H", "C", "C", "O", "C", "O", "O", "F", "H", "H", "H", "C", "C", "O", "C", "O", "O", "F", "H", "H", "H", "N", "C", "C", "C", "C", "H", "H", "H", "H", "H", "N", "C", "C", "C", "C", "H", "H", "H", "H", "H", "N", "C", "C", "C", "C", "H", "H", "H", "H", "H", "N", "C", "C", "C", "C", "H", "H", "H", "H", "H", "N", "C", "C", "C", "C", "H", "H", "H", "H", "H", "N", "C", "C", "C", "C", "H", "H", "H", "H", "H", "N", "C", "C", "C", "C", "H", "H", "H", "H", "H", "N", "C", "C", "C", "C", "H", "H", "H", "H", "H", "N", "C", "C", "C", "C", "H", "H", "H", "H", "H", "N", "C", "C", "C", "C", "H", "H", "H", "H", "H", "N", "C", "C", "C", "C", "H", "H", "H", "H", "H", "N", "C", "C", "C", "C", "H", "H", "H", "H", "H", "N", "C", "C", "C", "C", "H", "H", "H", "H", "H", "N", "C", "C", "C", "C", "H", "H", "H", "H", "H"],
  "positions_angstrom": [[-3.925828, -4.978326, 0.308687], [-3.671438, -4.140796, -0.910123], [-3.546508, -2.744936, -0.451683], [-3.429748, -2.801536, 0.929577], [-3.119308, -1.873206, 1.687657], [-3.599428, -4.108726, 1.351787], [-4.730638, -4.312846, -1.640353], [-3.416388, -5.941386, 0.341487], [-4.976708, -5.265266, 0.346517], [-2.794458, -4.418776, -1.494703], [-0.674338, 1.330474, -0.851443], [-0.539868, -0.172356, -0.541343], [0.843912, -0.398686, -0.577763], [1.468642, 0.663154, -1.043343], [2.671802, 0.733164, -1.227823], [0.581632, 1.570774, -1.443323], [-1.065908, -0.857316, -1.556063], [-0.789598, 2.040654, -0.032623], [-1.483388, 1.564184, -1.543483], [-1.032738, -0.511716, 0.369707], [2.523612, -1.607666, 2.402837], [1.333052, -2.564126, 2.659267], [2.023972, -3.749066, 2.242057], [2.981482, -3.523346, 1.303137], [3.475762, -4.326096, 0.504577], [3.276272, -2.223046, 1.354787], [0.297272, -2.217426, 1.883867], [3.158742, -1.480186, 3.279447], [2.294132, -0.560286, 2.206767], [0.928032, -2.492926, 3.668717], [0.231702, 4.544244, -0.459723], [-0.889768, 5.238424, -0.125983], [-0.548698, 5.985214, 1.024647], [0.778912, 5.663294, 1.378157], [1.207042, 4.749164, 0.464697], [0.351922, 4.030294, -1.320813], [-1.806688, 5.144924, -0.688933], [-1.162138, 6.654744, 1.609297], [1.338452, 6.095194, 2.194727], [2.172922, 4.311424, 0.260087], [1.358282, 1.219634, 3.973777], [0.360402, 0.616484, 4.607167], [-0.748278, 0.723164, 3.808027], [-0.448018, 1.646044, 2.743697], [0.911012, 1.895544, 2.890767], [2.288882, 1.165004, 4.362487], [0.547462, 0.045894, 5.504847], [-1.720538, 0.311224, 4.034777], [-1.126498, 2.079054, 2.023577], [1.517452, 2.572124, 2.306927], [0.087112, -5.824986, -1.572123], [-0.285398, -7.016756, -2.118063], [-0.326638, -7.918866, -1.155253], [-0.048838, -7.288346, 0.030447], [0.260532, -5.975166, -0.253423], [0.381832, -5.107716, -2.219233], [-0.287468, -7.190206, -3.184043], [-0.528308, -8.953176, -1.391733], [0.106162, -7.732786, 1.002477], [0.617842, -5.095356, 0.261027], [2.113112, 2.499324, -5.946703], [2.558522, 2.019074, -4.765593], [1.874402, 0.786574, -4.537623], [0.903112, 0.682824, -5.593223], [1.086702, 1.710214, -6.440883], [2.424052, 3.371854, -6.349333], [3.425462, 2.391134, -4.239883], [2.152002, 0.091244, -3.759253], [0.110002, -0.049886, -5.570503], [0.511942, 2.117934, -7.259303], [-1.634008, -5.443176, 4.229007], [-1.399918, -4.117426, 4.223437], [-0.895768, -3.843036, 5.487907], [-0.931348, -5.016276, 6.312417], [-1.341588, -6.031556, 5.439377], [-2.069908, -5.903636, 3.442837], [-1.717968, -3.613746, 3.322577], [-0.787338, -2.828756, 5.842687], [-0.617288, -5.108946, 7.341577], [-1.544328, -7.091466, 5.482607], [-4.223808, 3.275384, -0.581253], [-5.073628, 2.947134, -1.578963], [-4.960998, 1.517384, -1.727253], [-4.274078, 1.046884, -0.579923], [-3.647078, 2.191964, 0.056827], [-4.049098, 4.229564, -0.299973], [-5.632898, 3.730434, -2.068923], [-5.458188, 0.952434, -2.501873], [-4.243198, 0.034534, -0.204953], [-2.999358, 2.328454, 0.910197], [4.346112, 2.885684, 3.197237], [4.581982, 1.717434, 2.586727], [4.581422, 0.729214, 3.585047], [4.601642, 1.377314, 4.828257], [4.366672, 2.715014, 4.537537], [4.100692, 3.754524, 2.744487], [4.705692, 1.781914, 1.515777], [4.694272, -0.342596, 3.515107], [4.585522, 0.938594, 5.815007], [4.255922, 3.537344, 5.228847], [-3.635478, -0.467096, -5.035173], [-2.887118, -0.944116, -4.006603], [-1.922718, -1.827216, -4.527853], [-2.173058, -2.026936, -5.882673], [-3.279278, -1.165106, -6.188443], [-4.393168, 0.199294, -4.991153], [-3.113588, -0.544066, -3.029333], [-1.163978, -2.394726, -4.009553], [-1.608098, -2.602926, -6.600623], [-3.862498, -0.967076, -7.075593], [-4.760898, -0.723816, 7.619277], [-4.987618, -0.835246, 6.242037], [-3.798398, -0.937426, 5.568837], [-2.774488, -0.729216, 6.542987], [-3.383638, -0.620526, 7.769157], [-5.429298, -0.753246, 8.375897], [-5.995458, -0.865196, 5.855037], [-3.735148, -0.932766, 4.490707], [-1.707558, -0.791596, 6.387547], [-2.915458, -0.443346, 8.726147], [5.378122, -0.344626, -3.086633], [5.767452, -0.655426, -1.783763], [6.769892, 0.277174, -1.535283], [6.992652, 1.117534, -2.611343], [6.158042, 0.688094, -3.590503], [4.659752, -0.859916, -3.575023], [5.320772, -1.515486, -1.307133], [7.304192, 0.376574, -0.601983], [7.831652, 1.795064, -2.670063], [5.984572, 0.976124, -4.616823], [-0.148098, 3.200224, -3.874613], [-1.497438, 3.027294, -3.766933], [-2.124518, 4.294944, -3.481013], [-1.185518, 5.236864, -3.630773], [0.004622, 4.554964, -3.925273], [0.562972, 2.512584, -4.078643], [-1.929008, 2.044214, -3.884003], [-3.158028, 4.604164, -3.429633], [-1.415418, 6.291114, -3.584993], [1.041022, 4.839064, -4.032773], [-3.564008, 4.315614, 3.005817], [-4.750778, 4.818344, 2.696277], [-5.617658, 3.770204, 2.771387], [-4.979678, 2.614374, 3.111787], [-3.659938, 2.955784, 3.242747], [-2.733838, 4.890574, 3.024437], [-4.937178, 5.861044, 2.485507], [-6.665788, 3.803174, 2.513077], [-5.474408, 1.673804, 3.304067], [-2.770888, 2.413044, 3.528107], [2.053842, -5.310046, -4.599533], [3.046422, -5.184476, -3.677913], [2.775752, -4.048696, -2.896413], [1.669242, -3.494256, -3.422183], [1.189142, -4.218326, -4.442043], [1.981292, -6.030396, -5.303763], [3.805182, -5.950806, -3.736353], [3.393992, -3.733296, -2.068943], [1.214402, -2.642556, -2.938313], [0.270352, -4.245816, -5.009013], [4.526252, 2.897214, -1.465793], [3.493102, 3.703634, -1.870583], [3.863092, 4.981564, -1.671863], [5.100622, 5.033694, -1.126093], [5.463012, 3.708744, -0.912893], [4.477462, 1.888444, -1.455383], [2.639862, 3.223804, -2.326823], [3.277282, 5.861784, -1.891973], [5.722242, 5.875374, -0.858583], [6.270662, 3.289274, -0.331393]],
  "atomic_forces_ev_per_a": [[-0.100, -0.197, 0.193], [1.527, 0.280, 0.721], [-0.052, -1.593, 1.365], [1.116, 1.118, 1.263], [-1.274, -2.979, -2.771], [0.517, 1.564, 1.318], [-2.231, 0.580, -2.384], [0.748, 0.391, 0.146], [-0.228, 0.450, 0.024], [0.205, 0.384, 0.072], [-0.403, -0.128, 0.201], [-0.795, 1.343, 0.796], [-0.174, -1.038, 1.458], [2.199, 0.446, -1.651], [-1.913, -0.134, 0.534], [1.006, 1.231, -0.386], [-0.627, -1.050, -1.247], [0.081, -0.516, 0.337], [0.185, -0.357, -0.176], [0.515, -0.031, 0.216], [-0.170, 0.783, 0.805], [3.072, 1.750, -0.216], [-1.905, -1.687, 0.295], [0.809, -0.821, -1.955], [-1.649, 2.133, 2.803], [0.227, 0.495, -0.207], [-0.787, -0.575, -1.217], [-0.060, -0.779, 0.187], [-0.453, -0.244, -0.831], [0.582, -1.132, 0.162], [-0.484, -0.350, 0.031], [0.397, 1.147, 1.435], [-0.863, -0.646, -0.673], [-0.232, 0.077, 0.144], [1.096, -0.228, -0.799], [-0.019, -0.064, 0.095], [0.212, 0.143, -0.038], [-0.243, -0.012, -0.286], [-0.002, -0.167, -0.049], [0.015, 0.071, 0.271], [1.636, 0.919, 0.364], [-1.244, -1.715, -0.199], [-1.284, 0.833, 0.121], [1.085, -1.007, 1.022], [-0.634, 0.627, -1.068], [0.252, 0.583, -0.473], [-0.133, 0.005, -0.056], [0.039, 0.018, -0.008], [0.200, -0.124, 0.073], [0.183, -0.195, 0.144], [-0.381, -0.038, -2.316], [0.573, 1.253, -2.317], [-0.999, -2.844, -0.156], [1.082, 0.773, 2.679], [0.092, 0.641, 0.361], [0.136, 0.539, 0.627], [-0.252, 0.314, 0.020], [-0.045, -0.085, 0.528], [-0.255, -0.033, -0.015], [-0.049, -0.453, 0.622], [-0.362, 0.418, -0.320], [-0.011, -2.881, 0.329], [0.731, 2.144, -0.765], [0.176, -1.362, 1.564], [0.352, 1.817, -0.451], [-0.182, -0.216, 0.014], [-0.110, 0.219, -0.177], [-0.391, 0.055, 0.052], [0.048, -0.049, -0.459], [-0.015, -0.412, -0.049], [-0.226, -1.148, -0.141], [0.265, -0.529, 0.909], [-0.840, 1.076, 0.160], [0.102, -0.596, -1.993], [-0.397, 0.704, -0.129], [0.230, -0.143, 0.272], [0.353, 0.704, 0.362], [0.354, -0.068, 0.095], [-0.076, -0.010, -0.165], [0.238, 0.080, 0.573], [0.736, 0.295, 0.970], [1.147, -2.324, -0.452], [-1.249, 2.285, 1.012], [1.945, 1.815, 0.508], [-2.627, -1.358, -1.841], [-0.067, -0.201, 0.065], [0.146, -0.291, -0.303], [-0.194, -0.131, 0.307], [0.427, -0.043, -0.286], [-0.334, -0.136, -0.120], [0.156, 1.030, 0.795], [-0.699, -1.389, -0.241], [1.392, -0.182, -1.014], [-1.317, 1.229, -0.173], [0.208, 0.099, 1.531], [0.350, -0.162, -0.051], [-0.208, -0.769, -0.033], [0.319, 0.233, -0.532], [0.183, 0.014, -0.105], [-0.082, 0.030, -0.192], [0.532, -1.846, -1.414], [0.919, 0.222, 0.112], [-0.707, 0.043, 1.263], [-2.436, 2.242, -1.148], [0.960, -0.193, 0.531], [0.208, -0.248, 0.176], [0.479, -0.249, 0.147], [-0.095, 0.326, 0.427], [-0.170, -0.068, 0.120], [0.361, -0.161, -0.154], [1.340, 0.348, -1.419], [-0.606, -0.606, 0.772], [-0.454, 1.069, 0.549], [-0.271, -0.560, 0.248], [-0.126, -0.100, 0.082], [0.125, 0.136, -0.431], [0.064, -0.076, 0.079], [0.200, -0.289, 0.056], [-0.094, 0.271, 0.007], [-0.198, -0.174, 0.018], [0.515, -0.143, 0.542], [0.379, 1.472, -1.862], [-0.260, -1.296, 2.643], [0.683, -0.129, -0.739], [-1.552, -0.754, -0.855], [0.210, 0.272, -0.129], [0.171, 0.340, 0.369], [0.015, -0.225, 0.075], [-0.382, 0.248, -0.155], [0.175, 0.207, 0.113], [-2.796, 2.000, -0.596], [-1.574, 0.096, 1.287], [-1.170, -3.721, -1.131], [3.195, 1.056, -0.658], [1.978, 0.934, 0.766], [-0.055, -0.185, 0.060], [-0.081, 0.009, 0.213], [-0.225, -0.879, 0.219], [0.623, 0.039, -0.007], [-0.100, 0.770, -0.009], [2.067, -0.486, 0.206], [-1.437, 0.503, -0.286], [-2.999, 1.263, -1.060], [1.037, -1.153, 0.642], [0.915, 0.388, 0.588], [0.134, -0.511, 0.077], [0.175, -0.114, -0.004], [-0.066, 0.250, 0.151], [0.369, -0.072, -0.159], [-0.242, -0.016, 0.044], [-0.599, 1.381, 0.322], [-0.018, -0.143, 0.088], [3.594, -2.833, -0.013], [-2.403, 2.801, 1.004], [-0.489, -2.460, -1.781], [0.033, 0.247, 0.223], [0.255, 0.312, 0.591], [-0.201, 0.080, -0.014], [-0.310, 0.202, -0.392], [0.070, 0.528, 0.041], [-0.616, 0.804, 0.681], [-0.345, -1.987, -0.815], [-2.372, 2.210, -1.353], [2.570, -1.160, 1.736], [0.988, -0.112, 0.105], [0.131, 0.055, 0.140], [-0.110, 0.350, 0.117], [-0.191, -0.130, -0.186], [-0.280, 0.040, 0.063], [0.240, 0.050, -0.391]],
  "mulliken_charge": [-0.5520, 0.7070, -0.1951, 0.3481, -0.1664, -0.4242, -0.3140, 0.3065, 0.2416, 0.1021, 1.6837, 0.3458, 0.0352, -0.3267, -0.3290, 0.7350, -0.2149, -1.1145, -0.3789, -0.2118, -0.3341, 0.6488, -0.3954, 0.5727, -0.6048, -0.2303, 0.1001, 0.1072, 0.0539, 0.1078, 0.4161, -0.3256, -1.1684, -0.9854, -0.4053, -0.1228, 0.5601, 0.6043, 0.4307, 0.5614, 0.5654, -1.4715, 0.1120, 0.4149, -1.3954, 0.2327, 0.4261, 0.5303, -0.0539, 0.5472, 0.6377, -0.6634, -0.4826, -0.9704, -0.4788, 0.0359, 0.3960, 0.4785, 0.4648, 0.5991, 0.2577, -1.6802, 0.2571, -0.6752, -0.6588, 0.2346, 0.4806, 0.6918, 0.4384, 0.4136, 0.1515, -0.3105, -0.0165, -1.2570, -0.3863, 0.1601, 0.4237, 0.4124, 0.4072, 0.4277, 0.2651, -1.1657, -0.4898, -0.6275, -0.2795, 0.3517, 0.5615, 0.6448, 0.4056, 0.4936, 0.2091, -0.6960, -0.5580, -1.1135, -0.4113, 0.2344, 0.6906, 0.8259, 0.4520, 0.3870, 0.2387, -1.3244, 0.4634, -0.4742, -0.8771, 0.2502, 0.4039, 0.4315, 0.4235, 0.4133, -0.0114, -0.9313, -0.1235, 0.0415, -1.0480, 0.1941, 0.4364, 0.5838, 0.4288, 0.3991, 0.1729, -0.6490, -0.4344, -0.6682, -0.6276, 0.2325, 0.5184, 0.4785, 0.4655, 0.4824, 0.9270, -0.8667, -0.4945, -0.9430, -0.5736, 0.3294, 0.7755, 0.4986, 0.4367, 0.3574, 0.1172, -0.8867, -0.5538, -0.2395, -0.7892, 0.2950, 0.4301, 0.4248, 0.4917, 0.7766, 0.1386, -1.0150, -0.4267, -0.0445, -0.8003, 0.1926, 0.4341, 0.5174, 0.5309, 0.4564, 0.9740, -0.9096, -0.5912, -1.3181, -0.5456, -0.0200, 0.7132, 0.5147, 0.4442, 0.6078],
  "e_homo_ha": -0.2856,
  "total_energy_ev": -116121.800
}